No. 1
37
Properties=species:S:1:pos:R:3:forces:R:3 method="wB97M-V/def2-TZVPD" multiplicity=1 total_charge=+2 gap_ha=0.24324
C -2.015036 -4.892957 -1.067322 -0.23 -0.06 -0.27
I -0.881533 -3.259736 -0.225530 0.16 0.09 0.12
H -2.865066 -4.457861 -1.587455 0.13 -0.02 0.09
H -2.329721 -5.524081 -0.239683 0.13 0.20 0.02
H -1.354310 -5.423086 -1.749057 0.01 0.16 0.13
Al 0.196989 0.496147 0.091154 -1.60 3.73 -1.23
P -1.296172 0.582108 1.861759 -3.05 -0.14 1.82
C -0.860725 -0.331511 3.389081 0.79 -0.23 -0.57
C -1.628186 2.280820 2.461565 0.62 0.07 -0.60
H -2.399862 2.281878 3.239103 0.12 -0.30 -0.19
H -3.659072 0.090745 2.286035 0.24 0.06 -0.12
H -1.952851 2.883077 1.609289 0.01 0.07 0.18
H -3.324304 0.492082 0.570081 -0.14 -0.06 0.11
H 0.089241 0.044997 3.778127 -0.10 -0.02 0.11
H -0.704487 2.708622 2.860108 -0.15 0.04 -0.05
C -2.965774 -0.049006 1.449395 0.37 -0.08 -0.29
H -1.637874 -0.215682 4.151738 0.02 0.15 -0.31
H -2.897914 -1.111680 1.202211 -0.07 0.09 0.02
H -0.737227 -1.392231 3.154044 -0.08 0.02 0.11
P 1.503383 0.583939 -1.821490 1.00 -0.20 -3.39
C 3.090555 -0.331263 -1.812506 -0.33 -0.22 0.88
C 0.658195 -0.043535 -3.320682 -0.19 -0.08 0.46
H 1.086392 2.885903 -2.384060 0.17 0.08 -0.04
H 2.537727 2.284919 -3.250005 -0.15 -0.30 0.17
H 2.624513 2.709424 -1.514370 -0.06 0.04 -0.16
C 1.993985 2.282948 -2.299030 -0.44 0.07 0.78
H -0.285593 0.497113 -3.428279 0.07 -0.06 -0.17
H 1.277665 0.099149 -4.212777 -0.06 0.05 0.26
H 3.616094 -0.216517 -2.766232 -0.29 0.14 0.10
H 2.896399 -1.391637 -1.629787 0.09 0.02 -0.11
H 0.439116 -1.106918 -3.191886 0.00 0.07 -0.08
H 3.721198 0.045029 -1.002536 0.07 -0.01 -0.12
C 1.373738 -0.566878 0.985569 7.34 -6.39 5.54
O 2.129968 -1.250579 1.560583 -4.23 3.78 -3.21
O 2.089403 3.618369 1.314956 -1.68 -1.47 -0.97
N 1.803503 2.486697 1.070582 3.53 0.35 1.79
O 0.667645 2.211192 0.467307 -2.02 0.39 -0.82

***

No. 2
43
Properties=species:S:1:pos:R:3:forces:R:3 method="wB97M-V/def2-TZVPD" multiplicity=1 total_charge=+1 gap_ha=0.28183
O -3.638658 1.826284 1.147854 2.11 -0.13 -2.61
P -2.794746 1.971305 -0.089096 -3.54 2.49 2.29
O -3.506880 1.453693 -1.475205 2.23 1.13 1.84
O -2.162704 3.502600 -0.201169 -0.39 -2.95 -0.87
S -1.118758 0.591488 0.191352 -0.04 -0.59 0.45
B -0.738466 -0.033670 -1.566040 1.49 -0.91 -4.15
O 0.410656 0.348537 -2.273160 -2.33 0.16 1.75
O -1.621000 -0.894684 -2.212053 1.07 1.61 3.09
H -4.307411 1.971007 -1.685292 0.04 -0.08 0.08
H -1.670661 3.734912 0.609295 -0.29 0.14 0.01
H -0.050109 1.301157 0.696006 -0.56 0.01 -0.71
H 0.586199 1.288594 -2.116278 0.60 -0.18 -0.15
H -2.195465 -1.247713 -1.509884 -0.42 -0.46 -0.72
C 1.196046 -7.730080 -3.587512 0.03 0.21 -0.25
C 0.378980 -7.146382 -2.452350 0.08 -0.67 -0.09
O 0.492727 -5.714838 -2.408455 -0.18 0.27 0.09
C -0.223464 -5.057038 -3.321267 0.37 -0.27 0.12
O -0.943365 -5.545651 -4.147390 -0.16 0.09 -0.02
O 0.017163 -3.746374 -3.170944 -0.11 0.11 0.14
C -0.620338 -2.928868 -4.151973 -0.01 0.18 -0.40
H 2.232177 -7.391166 -3.526785 -0.01 -0.11 0.13
H 1.175585 -8.819923 -3.553946 0.00 0.04 0.06
H 0.811311 -7.410646 -4.556991 -0.09 -0.07 0.08
H 0.762926 -7.513584 -1.500552 0.02 0.31 0.04
H -0.669604 -7.443757 -2.515078 0.03 0.19 -0.12
H -1.691328 -3.127721 -4.199609 0.09 -0.12 -0.07
H -0.159483 -3.085371 -5.127915 -0.15 -0.14 0.01
H -0.473943 -1.894531 -3.863575 0.21 -0.17 0.05
C 3.476770 5.520143 4.578417 -0.06 -0.35 -0.12
C 2.119484 6.191829 4.637544 0.60 0.30 0.41
O 1.195191 5.586962 3.715470 -0.40 -0.21 -0.12
C 0.684077 4.422101 4.102099 0.59 0.61 0.09
O 0.911342 3.846982 5.127831 -0.22 -0.23 -0.02
O -0.126076 3.978128 3.122309 -0.26 -0.15 -0.34
C -0.669258 2.686631 3.373167 0.02 -0.20 -0.02
H 3.852648 5.506203 3.553196 0.02 0.17 0.05
H 4.191966 6.044869 5.212229 -0.05 0.03 -0.04
H 3.420477 4.483084 4.912800 -0.03 0.09 0.11
H 2.215046 7.234318 4.335332 -0.23 -0.11 -0.20
H 1.708605 6.184303 5.648601 -0.08 -0.19 -0.12
H -1.167907 2.640601 4.340260 0.11 -0.07 -0.04
H 0.119750 1.931781 3.313649 -0.02 0.00 0.25
H -1.409501 2.484484 2.595106 -0.09 0.20 0.06

***

| no. | E (eV) | LUMO energy (hartree) | HOMO level (hartree) |
| --- | --- | --- | --- |
| 1 | -49527.3170 | -0.3404 | -0.58367 |
| 2 | -51956.4975 | -0.1864 | -0.46828 |